184
Properties=species:S:1:pos:R:3 method="wB97M-V/def2-TZVPD" charge=0 relative_energy_kcal_mol=0.0 total_energy_ev=-101239.87209 lumo_energy_ha=0.01579 e_homo_ev=-9.0
H 1.68544 -5.44180 -0.44559
C 5.64945 -1.48525 0.85692
H 0.27424 -2.21628 -1.29134
C 4.25285 2.56562 -4.00110
C -2.72786 7.58014 2.20449
O -1.19647 7.43380 0.44317
H -3.85832 -4.72559 0.34213
C 0.78325 -3.15446 -1.67359
H -5.33707 -0.67171 -5.94556
H -0.20917 2.88414 0.48566
C 2.32903 -3.19877 2.30278
H -1.46262 0.80822 -4.10022
H -5.68472 -5.96841 -3.54158
H 5.67809 2.75096 -6.97810
H -1.00156 -6.61215 1.05821
H 2.32444 -0.78782 -3.74904
H -5.88267 2.30525 3.67253
H -3.95280 -2.94133 0.27821
N -1.18972 4.21188 4.28925
H 0.31303 -6.11634 5.91276
H 2.91376 -0.95556 0.50596
N -3.46431 0.24603 -4.07202
C -5.36250 -4.71203 -1.79526
H 3.77208 2.29865 2.77173
O 4.63631 -4.31205 -1.42433
H 3.24407 1.66557 -2.24897
H -0.65999 8.04816 2.43420
H -2.32113 1.34909 -2.76476
H -0.57273 -5.01532 0.94164
H 7.69705 -1.41877 0.51402
H 3.80980 0.06998 -0.54052
C -4.04570 -0.95873 -4.21464
H -3.29094 0.85674 -0.52611
H -2.91320 7.95195 3.22910
H 0.99859 1.68751 -0.17068
C 6.99966 -2.12580 0.89757
C -6.06594 -2.28484 2.11687
O 5.35915 -0.67472 1.83566
C 1.81305 -2.09349 3.17893
H 4.45454 -4.83740 -3.48453
H 4.64338 2.40248 1.15685
N 3.15682 3.84120 1.55095
N 2.28886 -0.81120 2.87124
N -0.27797 -5.64556 3.94285
H -1.41503 -0.47451 4.07927
H -0.12583 3.73092 6.71947
C 0.09290 3.86006 4.53647
O -6.01304 -5.17019 -0.86808
C -0.91641 0.30693 0.82292
H -5.87375 7.87391 1.39189
H -1.87769 4.31338 5.01564
H 1.53614 -3.31482 1.49061
H 2.38272 -5.10252 -2.09921
C -5.07439 1.78949 3.25664
H -3.76658 -3.48096 -2.36916
H 4.24596 0.61261 -3.34564
C -5.06252 7.26046 1.83317
H 1.53234 3.44760 6.04860
C -3.75120 -0.11602 -0.32023
H -1.91417 8.71785 -1.06013
C 0.58082 3.96605 5.97431
O 1.90154 -3.45124 -0.94309
C -8.27846 -2.15481 -0.97124
H 2.58205 4.23407 2.28306
H 6.01521 0.19781 -4.61040
C 3.51818 1.42295 -3.28860
N -3.04991 0.64719 3.96662
H 5.94095 -1.44389 -2.38423
H -5.23202 7.25610 2.90481
H -7.13365 -3.65624 0.85759
C -3.81348 1.73539 4.12573
H -6.08369 -1.64079 -4.60446
H 5.43390 -0.22866 -6.70151
N 6.21571 -0.69842 -4.20907
H 2.95304 0.71608 4.35725
C 5.60556 -1.31400 -6.49413
H -3.90513 0.99941 -4.55987
C -2.19480 0.53037 -3.43615
H 1.38825 5.79719 0.20280
H -0.76089 7.43953 -1.51545
C 1.66387 0.08460 -3.82937
H -1.93727 -5.40819 1.93403
H -1.10776 0.90760 1.71530
O 2.43079 1.23672 -4.19077
H 4.97469 3.06164 -3.32377
H -6.56575 -1.54327 2.66890
C 6.75801 -0.99051 -2.89158
H -4.85877 -0.07903 -0.27875
C 3.57863 -0.96280 -0.33899
H 4.69349 3.86037 -6.13124
H -3.42487 0.05722 3.22340
H -1.65023 -1.32371 -0.21796
H 5.11570 -6.10826 -2.44136
H -5.88703 -3.25452 2.71367
O -3.62394 2.63525 4.95390
N -4.19321 -3.99887 -1.57647
H 4.00026 -6.04360 -0.56125
H 7.58246 -1.66032 -3.01411
H -2.77390 4.37310 3.00382
O 1.17455 -6.36697 2.42459
O -3.15840 -0.60305 0.92745
H 7.04034 -0.06518 -2.45155
H -3.48943 -0.80954 -1.07607
C -1.70238 4.07179 2.95325
C 0.06308 -5.97463 2.71819
O 3.46762 3.78421 -0.65355
H 6.29532 3.47862 -5.47476
H 3.01794 1.67743 1.37164
H -1.70199 9.10204 1.31565
H 6.06339 -4.54530 -2.84089
H -8.34594 -1.46883 -1.81676
H -5.16046 6.25464 1.36931
H -1.11203 1.29634 4.55395
C 2.08846 0.27649 3.83597
H -9.30076 -2.22841 -0.46798
H 0.05711 -3.96637 -1.66265
H 1.01281 -2.91453 -2.67908
O -3.47378 -1.97076 -3.83560
C -5.38091 -0.80684 -4.86757
H -2.70254 6.45756 2.11859
H 4.94980 -2.47437 -0.79620
H 2.71572 6.27069 -0.68152
H -1.87906 0.24188 5.65833
C 0.03288 2.16577 -0.34356
H 7.04264 -2.98733 0.24038
H 3.21044 -0.74263 2.47347
H 3.61489 3.37006 -4.28982
H 1.58873 -6.07774 4.64409
C -1.02937 8.18553 -0.72379
N 4.84385 -1.69715 -0.15362
C 0.68496 -5.58157 5.04999
H -2.45385 -3.75602 -0.38164
C 2.35747 -4.81581 -1.04353
O 5.48135 -2.80117 -4.47774
C 3.11923 4.41904 0.32740
H 2.45160 -4.22264 2.68759
C -3.57029 -3.87508 -0.25064
C 5.37155 3.05099 -5.95413
H 0.09449 -0.06136 0.89188
O -3.81005 7.95518 1.44342
H 3.22054 -2.89976 1.74250
C 5.04477 -4.98590 -2.60722
H -1.69464 3.06045 2.67034
H 3.90983 -4.49549 0.42208
H 1.51442 -0.12464 4.63396
H -4.88026 2.17916 2.27722
C -7.35776 -1.78620 0.16159
O -7.03535 -0.65061 0.44288
C -5.72392 -4.89305 -3.22540
C -1.45592 8.09928 1.62078
H -0.00299 2.61992 -1.32948
C 3.69430 2.47493 1.72278
H -5.45657 0.74035 3.15873
H -2.07438 -0.41773 -2.84649
C 3.76716 -4.95631 -0.53989
H 4.71889 -1.83411 -6.93519
O 4.91509 1.99340 -5.10836
H 0.69859 5.02683 6.16169
C 5.66969 -1.65204 -4.95592
H 1.46794 1.10441 3.42344
H 3.07395 -1.43090 -1.18700
H -6.81080 -4.70952 -3.35071
H -5.85050 0.06571 -4.45170
H 0.95047 -4.57095 5.41885
H -0.16542 8.88927 -0.66737
N -7.01690 -2.70919 1.06931
H -1.12787 4.62781 2.21807
C -1.82490 -0.87472 0.77546
C -1.79792 0.44858 4.55055
H 2.73672 6.45037 1.10376
H -8.01804 -3.14327 -1.35465
H 6.54792 -1.59226 -6.95976
O 0.96078 -2.31732 4.04161
H -5.14469 -4.27958 -3.84271
H -5.11769 -1.92217 1.67234
H 0.75170 -0.06830 -4.39771
H -1.21617 -5.31114 4.16912
H -1.47401 -1.46221 1.66550
C -0.95701 -5.71923 1.63398
O -0.94387 1.16979 -0.35536
C 2.43700 5.83467 0.27281
H 1.33526 0.26415 -2.81988
H 7.20979 -2.33507 1.89844
O 0.89652 3.60395 3.59513